ORCA calculation (the ωB97M-V functional and the def2-TZVPD basis) on C39H81F2N3O30S2Zn as an isolated structure in a non-equilibrium geometry.

```
158
Properties=species:S:1:pos:R:3:forces:R:3:mulliken_charge:R:1
O -7.89831 2.59616 0.27227 0.308 1.006 -0.478 -0.376
H 0.34732 0.52859 2.16737 0.085 0.540 -0.113 0.010
C 7.14691 -1.41040 6.97231 -0.425 -1.298 -0.026 -0.817
H -3.61697 -1.76788 2.22796 0.315 -0.090 -0.396 0.194
O 4.76366 2.76819 -0.39563 0.220 0.512 -1.080 -0.011
H 3.13383 0.18842 7.74775 0.090 0.232 0.289 0.137
H 8.18156 -1.74853 6.91527 0.105 0.478 -0.692 0.291
O 1.06581 -2.55481 -7.08989 0.449 -0.021 -0.011 -0.605
H 4.51654 5.79811 2.45817 -0.024 -0.748 -0.040 0.255
C -6.63665 2.20641 -0.04134 0.731 -1.767 -2.348 0.826
C 2.29793 1.35793 -4.91821 -2.821 3.530 1.779 0.613
O -0.10582 0.61245 4.22337 0.713 0.884 -0.825 -0.537
O -0.74973 -3.96985 -1.10126 -1.455 0.131 -0.099 -0.450
H -4.87533 -7.12122 2.77279 -0.073 0.464 0.617 0.455
C -0.51293 0.55014 2.83640 -0.405 -0.999 0.924 0.405
H -0.25357 3.66350 -0.28560 -0.049 0.348 0.106 0.269
O -1.87385 3.95672 -2.81328 2.908 -3.687 -0.899 -0.782
H 2.15637 -1.48505 2.23232 -0.306 0.389 -0.128 0.007
H 3.05886 0.49040 2.76695 -0.438 0.186 0.126 -0.710
O -5.91201 1.93556 1.04455 -1.370 0.575 0.687 -0.396
C 3.81461 -3.21087 -7.66837 0.208 1.125 -2.657 -0.609
C -4.76935 1.15614 0.95491 2.800 -0.708 -0.373 -0.518
H 7.09363 -0.54954 7.63877 -0.224 0.357 -0.317 0.300
C 4.68649 5.69581 1.38637 0.634 2.299 0.022 -0.747
H -3.67504 -4.75244 2.78806 0.530 -0.605 0.382 0.271
O -1.33931 2.18319 -5.24528 -0.633 -0.705 -2.298 -0.218
H -5.06478 -6.99638 1.07524 -0.498 0.535 -0.315 0.361
H 5.13216 0.13194 6.10524 0.393 0.513 0.564 0.321
H 4.29455 1.65998 2.32113 -0.121 -0.112 -0.918 0.381
C -3.36590 -1.56371 3.26882 -1.089 -0.154 0.084 -0.903
C -3.41074 3.60108 -6.17831 -2.237 1.865 0.143 -0.548
H 1.40679 2.88257 6.28825 0.572 0.598 -0.908 0.465
H -4.73330 4.68360 -1.52577 0.237 -0.557 0.376 0.116
Zn -0.27186 2.98178 -3.67684 -1.454 1.004 -0.072 0.816
H -4.46079 3.16999 -2.54411 0.047 0.022 0.618 0.268
C 4.35374 -0.34542 1.30741 0.103 0.227 0.438 0.357
C -1.32720 -0.71035 2.61027 0.509 0.341 0.894 -0.333
F -2.74075 1.22368 -2.82136 0.794 -0.400 0.497 -0.270
H -5.11930 6.54234 1.54039 0.030 -0.101 0.172 0.294
H 2.43990 -2.20821 0.62006 -0.435 -0.025 -0.113 -0.311
H -8.88777 1.98757 1.93559 0.184 0.179 0.426 0.268
C -0.82779 3.45770 0.61774 0.424 -1.501 -0.313 -0.221
H -4.95982 5.35603 2.88852 0.056 -0.141 -0.122 0.294
F 1.92975 1.56582 -1.60904 -1.066 -0.204 -0.808 -0.396
H 0.24232 -3.06294 -3.54373 0.589 0.275 -0.195 -0.103
H 0.19486 1.86198 6.60111 -0.605 -0.776 -0.010 0.430
C 1.81630 -3.17476 -6.37037 -1.557 0.484 0.296 0.845
C -8.34858 2.88853 1.64296 1.152 -0.701 -0.301 -0.584
O -2.70159 5.93696 -2.53072 -0.128 -0.169 0.429 -0.724
H -1.26219 1.32927 2.69613 0.443 0.566 -0.533 0.210
H -2.27036 -9.02875 1.26226 -0.195 0.087 -0.469 0.254
H -1.56501 -0.85271 1.55610 -0.235 0.313 -0.246 -0.112
H 0.08161 2.71651 4.05121 -1.095 0.216 0.926 0.397
H 4.63483 -1.40642 6.57266 -0.257 -0.818 -0.387 0.520
H 3.45356 -4.23593 -1.90197 0.487 0.369 0.396 0.475
C 3.34493 -3.36623 -2.54998 0.290 0.424 0.161 -0.375
H -1.58397 2.71177 0.37303 0.061 -0.062 0.013 -0.116
H 4.01730 6.42410 0.92825 -0.303 -0.375 -0.407 0.303
H 6.19022 2.45976 -2.01570 0.135 0.863 0.691 0.431
O 1.54955 -3.59603 -5.12484 -1.389 0.434 0.052 -0.233
H 0.31319 -2.55202 -0.09881 0.182 0.178 0.275 0.201
H 5.30457 1.14192 -1.37969 -0.283 -0.004 -0.186 0.184
H 2.44942 -0.66296 -5.72378 -0.648 0.404 0.197 -0.286
C -4.42538 -6.66239 1.89237 -0.374 0.963 -0.435 -0.712
C -2.05703 -3.56015 -0.59092 0.439 -0.875 0.288 0.166
H 5.39129 -0.15763 1.03113 0.229 -0.938 -0.081 0.176
H 0.63091 0.75928 -7.22170 0.218 -0.204 0.404 0.249
C 0.58939 1.84303 4.46023 1.219 -0.409 0.608 -0.024
H -0.32824 -0.27622 -6.03115 0.026 0.521 0.224 -0.015
C -4.31493 -5.06888 1.96434 0.552 -1.658 1.549 -0.556
H 3.77069 -0.14137 0.40935 -0.330 0.705 0.088 -0.385
C -4.74680 5.56267 1.83970 0.085 -0.303 -0.648 -0.370
H 3.37185 -0.83199 4.50397 -0.128 0.533 0.525 0.173
H -4.35547 3.76692 -6.69607 0.068 0.159 -0.147 0.299
H -4.18161 1.20702 1.87147 -0.557 0.386 0.261 0.263
C 0.32799 -3.63021 -0.25816 -0.569 0.332 -0.335 -0.477
C -4.30683 4.24266 -2.42677 0.375 -0.558 -0.104 -0.891
C 0.23147 -3.24178 -4.61890 -1.206 -0.131 0.150 -0.133
H -3.11822 -8.97916 2.72895 -0.428 -0.175 0.313 0.322
H 1.50620 0.63192 8.27770 -0.168 0.037 0.168 0.334
C -1.84383 1.93711 -6.36999 2.811 -0.887 0.342 0.706
C 4.68116 4.09879 -0.37447 0.780 1.324 -0.193 0.597
H -3.74014 3.44376 -5.15126 0.818 -0.553 0.134 0.126
O 4.58623 4.39239 0.94404 -0.745 -1.146 -0.647 -0.183
C 2.35632 0.94872 7.67353 -0.296 -0.581 -0.784 -0.799
H 1.48677 2.00087 3.86198 0.661 -1.073 -0.348 0.053
H 2.70238 1.92052 8.02560 0.150 0.156 -0.099 0.343
H -0.54273 -4.00151 -4.72631 0.678 -0.934 -0.264 0.380
C 5.20619 2.19916 -1.62598 0.241 -1.668 -0.482 -0.624
O -1.50134 -0.82091 -2.89004 0.634 1.394 1.071 -0.620
H -0.28565 -2.44583 -5.15476 0.925 0.531 0.072 0.003
H -4.96595 4.70128 -3.16388 0.553 0.283 -0.522 0.441
O 1.49172 -0.42738 -2.85621 -1.805 0.943 1.585 0.044
C -2.39361 -4.33112 0.71870 0.025 0.461 -0.631 -0.317
S -1.53660 0.42618 -2.13515 -7.373 -2.136 0.641 0.513
O -3.35681 5.60301 1.54859 1.661 0.585 0.476 -0.402
O -3.18626 -7.25590 1.64523 0.759 -0.193 -0.350 -0.260
S 0.82306 0.39517 -1.84796 5.621 1.129 0.707 -0.123
C 4.10890 0.60022 2.49591 -1.037 0.010 0.355 0.614
O -1.42848 4.62929 1.06476 -1.397 1.691 0.927 -0.374
H 3.23839 -3.33560 -8.58516 0.073 0.395 -0.283 0.331
O -1.35772 1.06339 -7.30650 -1.787 1.559 1.775 -0.391
O 0.71565 -0.01657 -0.45399 -0.885 -0.013 -2.803 -0.308
H -4.33066 -1.31020 3.70822 0.122 0.352 0.306 0.456
H 3.79994 -0.08003 -4.82898 0.169 0.180 0.096 0.399
O 3.02545 -3.54472 -6.61997 1.222 -2.073 2.504 -0.360
H -4.06407 1.50469 0.20046 -0.310 0.223 -0.242 0.143
O -1.91328 0.32877 -0.71729 1.012 0.627 -2.876 -0.200
C 3.02759 0.24016 -5.52831 0.453 -0.037 0.260 -0.445
O 6.53197 -1.30264 5.69637 0.322 0.117 -0.218 -0.373
H -5.12966 4.80670 1.15412 -0.606 -0.107 0.416 -0.014
H 4.69114 -3.84621 -7.79545 -0.183 -0.179 0.736 0.240
H 6.68378 -2.26943 7.45778 -0.376 0.035 0.566 0.334
H -4.06549 -9.18700 1.24607 -0.159 0.392 -0.311 0.315
N -0.40878 1.41747 -2.55256 3.069 -2.618 2.905 1.221
H -4.87576 0.08762 0.76769 -0.996 0.009 -0.225 0.381
H 3.56973 -3.73970 -3.54902 -0.181 0.356 -0.074 0.358
C 5.17814 -0.90480 5.77186 -0.260 2.635 0.415 -0.957
O 4.10212 -1.71665 1.62839 2.364 0.090 0.473 -0.441
O 2.00920 0.93573 6.29626 0.072 0.046 -0.508 -0.091
H -2.81360 -3.79034 -1.34106 0.273 -0.327 -0.124 0.422
O -3.83218 -4.46137 0.82509 0.959 0.444 -1.251 -0.349
H 2.66560 -3.10199 2.14540 0.616 -0.231 -0.158 0.372
H 3.48847 0.52767 -6.47331 -0.012 0.290 0.117 0.498
C 4.45797 -0.76609 4.43994 1.016 -1.471 -0.927 0.165
H 4.13873 -2.17726 -7.54714 0.134 0.093 -0.316 0.203
H -8.99883 3.75623 1.75418 -0.068 -0.032 -1.019 0.283
O 4.86966 0.40433 3.66566 0.215 -1.734 1.171 -0.472
N 1.69876 2.27111 -4.43398 2.127 -3.690 -2.247 -0.531
H -7.47196 3.11310 2.25059 -0.147 -0.465 0.178 0.253
N 4.84652 -1.25444 -1.99750 -0.440 -0.589 -0.278 -0.512
O -2.85160 2.53627 -6.88420 0.022 -0.676 -0.200 -0.361
C -2.64394 4.48463 1.64902 -0.973 -2.195 -1.211 0.715
H -0.16422 3.03184 1.37034 0.030 0.045 0.061 0.347
H -2.84599 4.52767 -6.28136 0.364 -0.266 0.168 0.353
H -0.82054 -1.62105 2.92968 0.414 -0.150 0.182 0.518
C 4.20217 -2.18424 -2.22433 -0.166 -0.622 0.095 0.482
O -6.23440 1.96957 -1.20326 -1.774 1.143 3.407 -0.585
H 1.23703 -3.89255 -0.79937 -0.029 -0.132 0.269 0.010
H -0.35947 -0.61188 -7.72639 0.053 0.166 -0.013 0.325
C 2.79961 -2.14199 1.64686 -1.172 0.370 -0.099 0.151
H -5.24192 -4.62210 2.32374 -0.581 -0.198 -0.828 0.460
C 1.05755 1.91171 5.93674 -1.201 0.455 0.559 -1.047
H -1.93850 -3.79297 1.55018 -0.556 0.326 0.504 0.126
H 2.30167 -3.06538 -2.45411 0.090 0.134 -0.367 -0.438
O -3.10135 3.39770 2.00140 0.791 1.827 0.069 -0.519
H -2.11883 -2.47959 -0.46184 0.346 0.179 0.195 -0.292
H -1.83784 -5.26878 0.71945 -0.543 -0.472 -0.302 0.484
O -2.45914 -0.51399 3.42146 -0.715 -0.432 -0.324 -0.376
C -2.83654 4.71037 -2.55135 -1.979 3.925 -0.864 0.553
H 5.69107 6.06644 1.18251 0.148 0.057 0.046 0.308
H 4.54229 2.29699 -2.48491 -0.511 0.290 0.413 0.142
H -3.06345 -2.49568 3.74635 0.442 -0.148 0.044 0.374
C -0.28280 0.20458 -7.00832 0.529 -0.707 -0.429 -0.312
H 4.72886 -1.69163 3.93191 0.118 0.094 -0.686 0.200
C -3.21001 -8.67475 1.68635 1.029 0.251 0.905 -0.822
H 0.25974 -4.15738 0.69344 0.281 -0.040 0.149 0.414
O 4.77406 4.87675 -1.32003 -0.350 -1.452 1.884 -0.610
```
Forces are in eV/Å.

Properties
HOMO in eV: -8.424
HOMO-LUMO gap in eV: 7.483
Energy relative to the best compared isomer or geometry (same formula, charge and spin) in eV: 3.977
Largest force on an atom in Eh/bohr: 0.1498
DFT total energy in Ha: -6731.1739